# C35H27BF7N3P2RuS4

C35H27BF7N3P2RuS4 as an isolated structure in a non-equilibrium geometry (the ωB97M-V functional and the def2-TZVPD basis, the Open Molecules 2025 dataset).

The geometry in XYZ format:
```
80
Properties=species:S:1:pos:R:3:forces:R:3
Ru 0.354451 -0.547545 -0.410700 -0.71 0.32 -0.98
S 1.051874 -2.293060 1.401096 0.16 -0.16 -0.11
P 0.259639 -0.798362 2.441449 0.01 0.36 0.00
C 0.008403 0.417632 1.235944 0.32 -0.43 0.60
P 0.760989 1.895683 0.873815 0.05 0.43 -0.04
S 0.831531 1.740101 -1.149690 -0.08 -0.25 0.22
C -0.081402 3.402272 1.401996 0.01 0.01 0.04
C 0.449673 4.651965 1.083806 0.00 -0.04 -0.02
C -0.228117 5.801640 1.448737 0.00 0.01 0.00
C -1.435149 5.708437 2.133410 -0.01 0.01 0.01
C -1.966329 4.467927 2.448356 0.01 0.00 0.00
C -1.289911 3.312352 2.078806 0.00 -0.02 0.02
C 2.435855 2.015463 1.557023 0.03 -0.06 -0.04
C 3.440818 1.231700 0.989016 -0.04 -0.01 -0.02
C 4.718443 1.259247 1.518473 0.02 0.01 0.02
C 5.001548 2.061323 2.618725 0.00 -0.02 -0.02
C 4.001169 2.826941 3.194490 0.00 -0.02 0.02
C 2.716615 2.803654 2.666851 -0.03 0.04 0.02
C 1.262291 -0.253145 3.847949 -0.05 0.02 0.02
C 2.574924 -0.676027 4.003990 0.04 0.01 -0.02
C 3.330344 -0.202771 5.068729 0.02 0.00 -0.02
C 2.777830 0.693410 5.969909 -0.03 0.03 0.01
C 1.465379 1.125032 5.811819 0.03 -0.01 0.01
C 0.707012 0.650093 4.755673 0.02 -0.02 -0.02
C -1.330650 -1.197643 3.195677 0.00 -0.01 0.05
C -2.472897 -0.470177 2.888810 -0.01 0.00 -0.06
C -3.678666 -0.781189 3.503776 0.00 -0.01 -0.04
C -3.742502 -1.823534 4.414153 0.01 -0.02 0.02
C -2.602056 -2.560691 4.714175 -0.03 0.02 0.00
C -1.397783 -2.247239 4.109174 0.03 0.02 -0.02
H 1.390301 4.720271 0.548563 0.00 0.01 0.00
H 0.180818 6.772347 1.200610 0.00 0.00 0.00
H -1.963758 6.608984 2.418370 0.00 0.00 -0.01
H -2.908716 4.398927 2.975841 0.00 -0.01 0.00
H -1.699190 2.335683 2.306626 0.00 0.01 0.00
H 3.219594 0.602674 0.132616 0.00 0.00 0.00
H 5.496596 0.654589 1.070658 0.00 0.00 0.00
H 6.003268 2.083202 3.028992 0.00 0.00 0.00
H 4.214252 3.441495 4.059497 0.00 0.00 0.00
H 1.938007 3.401479 3.123778 0.00 0.00 0.00
H 2.994090 -1.373570 3.289022 0.00 0.00 0.00
H 4.353914 -0.532718 5.191620 0.00 -0.01 0.00
H 3.368860 1.057189 6.800982 0.00 0.00 0.00
H 1.032521 1.822326 6.517611 0.00 0.00 0.00
H -0.322739 0.970514 4.639729 0.00 0.00 0.01
H -2.423296 0.306505 2.135150 -0.01 -0.01 0.00
H -4.571652 -0.222261 3.254879 0.00 0.01 0.00
H -4.684814 -2.072033 4.885296 0.00 0.00 0.00
H -2.655892 -3.381263 5.417597 0.00 0.00 0.00
H -0.508238 -2.824774 4.335054 0.00 0.00 0.00
F -2.354528 0.654462 -0.549834 -0.04 0.02 0.06
B -1.279546 0.269645 -1.249191 0.05 0.15 -0.15
F -1.441000 0.478362 -2.580654 -0.13 -0.09 -0.07
C 5.751119 -2.496919 -3.042918 -0.01 -0.01 0.01
C 4.601659 -3.127261 -2.254863 0.00 0.00 -0.05
C 3.286868 -2.487461 -2.564241 0.18 -0.12 -0.27
N 2.759488 -1.561874 -1.865341 -0.10 0.26 0.40
N 1.544516 -1.110842 -2.341305 0.38 -0.46 0.73
C 1.210601 -1.684261 -3.466173 0.06 0.00 -0.31
N 0.130835 -1.349627 -4.200187 0.06 -0.07 -0.01
S 2.363957 -2.876990 -3.992821 -0.18 0.14 -0.01
H 6.696366 -2.975535 -2.787834 0.00 0.00 0.00
H 5.830671 -1.433960 -2.815262 0.00 0.00 0.00
H 5.597810 -2.602201 -4.117695 0.00 0.00 0.00
H 4.765342 -3.015396 -1.183277 -0.01 0.01 0.01
H 4.540853 -4.196273 -2.469482 0.00 0.00 0.03
H -0.552994 -0.785310 -3.711488 -0.05 0.01 0.02
H -0.265302 -2.068013 -4.782763 -0.01 0.00 -0.01
F -6.817213 -2.261774 -0.980469 -0.05 0.01 0.00
C -5.488902 -2.271373 -1.053351 0.09 -0.03 -0.01
C -4.853799 -2.043540 -2.260601 0.03 -0.01 0.09
F -5.574757 -1.818679 -3.359810 -0.05 0.01 -0.04
C -3.471616 -2.061057 -2.322071 -0.02 -0.02 -0.06
F -2.928320 -1.876123 -3.530178 0.15 0.08 -0.02
C -2.674936 -2.288266 -1.204908 0.11 0.09 0.08
S -0.905800 -2.382151 -1.263122 -0.19 -0.23 -0.23
C -3.351083 -2.556967 -0.019330 -0.09 0.01 0.02
F -2.672620 -2.871364 1.076507 0.10 -0.01 0.15
C -4.730829 -2.540430 0.072370 0.01 0.03 -0.06
F -5.337054 -2.796322 1.233612 -0.03 -0.01 0.03
```
Forces are in eV/Å.

Results
molar mass = 924.706 g mol⁻¹
ΔE to the lowest compared entry with this formula, charge and spin = 0.0 kcal/mol
highest occupied orbital energy (alpha / beta) = -0.26780 / -0.26778 Ha
total charge = 0
E_tot = -125407.338 eV
multiplicity = 1

Here is what Löwdin gives for the atomic charges, in e:
1. Ru 0.64
2. S 0.31
3. P 0.44
4. C -0.68
5. P 0.52
6. S 0.52
7. C -0.34
8. C -0.09
9. C -0.07
10. C -0.08
11. C -0.07
12. C -0.07
13. C -0.33
14. C -0.10
15. C -0.07
16. C -0.08
17. C -0.08
18. C -0.08
19. C -0.33
20. C -0.09
21. C -0.08
22. C -0.08
23. C -0.08
24. C -0.08
25. C -0.35
26. C -0.09
27. C -0.08
28. C -0.08
29. C -0.07
30. C -0.08
31. H 0.12
32. H 0.11
33. H 0.10
34. H 0.11
35. H 0.08
36. H 0.07
37. H 0.11
38. H 0.10
39. H 0.11
40. H 0.11
41. H 0.08
42. H 0.11
43. H 0.10
44. H 0.10
45. H 0.11
46. H 0.08
47. H 0.11
48. H 0.11
49. H 0.10
50. H 0.11
51. F 0.16
52. B -1.04
53. F 0.09
54. C -0.10
55. C -0.24
56. C -0.62
57. N 0.01
58. N -0.13
59. C -0.73
60. N 0.12
61. S 1.10
62. H 0.07
63. H 0.08
64. H 0.07
65. H 0.11
66. H 0.11
67. H 0.06
68. H 0.10
69. F 0.13
70. C -0.13
71. C -0.14
72. F 0.12
73. C -0.23
74. F 0.09
75. C -0.46
76. S 0.71
77. C -0.24
78. F 0.10
79. C -0.14
80. F 0.12